[1]
Computed, not measured: a 10-piece molecular cluster, C35H80F15N5O25S5 overall in a non-equilibrium geometry, with ωB97M-V with the def2-TZVPD basis set.

Element x y z (Å)
C 1.8787 4.0360 -4.3814
O 1.0603 3.9155 -3.2184
C 1.5808 2.9312 -2.2965
C 3.0085 3.1961 -1.8313
N 3.0039 4.3568 -0.9025
H 2.0055 4.5433 -0.6267
H 3.4824 4.2422 0.0510
C 3.5976 5.6851 -1.3559
C 3.2390 6.7956 -0.3735
O 1.8226 6.8329 -0.3895
C 1.3105 7.7170 0.6039
H 1.2405 4.4540 -5.1224
H 2.3001 3.0386 -4.7620
H 2.7301 4.7787 -4.2994
H 1.5049 1.9799 -2.8607
H 0.9011 3.0071 -1.4227
H 3.7111 3.3932 -2.6212
H 3.3255 2.2755 -1.3490
H 3.1713 6.0733 -2.2852
H 4.6673 5.6241 -1.5241
H 3.5974 7.8178 -0.7606
H 3.4795 6.5042 0.6547
H 0.2971 7.3865 0.7794
H 1.3095 8.6902 0.2175
H 1.8484 7.6646 1.5182
C -2.0916 -6.9614 -4.5519
O -1.3210 -6.1664 -3.6626
C -1.4063 -4.8040 -3.8261
C -0.4787 -4.0391 -2.9264
N -0.7165 -4.3000 -1.4418
H -0.2424 -3.5392 -0.8459
H -1.7192 -4.1687 -1.2183
C -0.3198 -5.7211 -0.9175
C -1.5941 -6.3342 -0.3247
O -2.2683 -5.3513 0.3747
C -1.5857 -4.8429 1.5067
H -3.1709 -6.8603 -4.2848
H -1.7224 -8.0163 -4.5166
H -1.9191 -6.6214 -5.5908
H -2.3917 -4.4374 -3.6962
H -0.9921 -4.5466 -4.8356
H -0.5159 -2.9756 -3.0967
H 0.5331 -4.3674 -3.0663
H 0.6128 -5.5714 -0.3868
H -0.0185 -6.3094 -1.7491
H -1.3319 -7.1820 0.2780
H -2.2660 -6.6950 -1.0870
H -0.8645 -4.1540 1.2199
H -1.1951 -5.6562 2.1002
H -2.3396 -4.3812 2.1705
C 0.4229 1.9916 5.6434
O -0.9745 2.2473 5.7527
C -1.5263 2.2061 4.4826
C -2.0334 0.8539 4.2476
N -3.0629 0.4895 5.2737
H -2.6496 0.2096 6.1579
H -3.7673 1.3143 5.4169
C -3.7455 -0.6864 4.7478
C -4.2896 -1.4248 5.9687
O -3.3633 -1.6035 6.9677
C -2.5592 -2.7659 6.9243
H 0.9564 2.8034 5.1936
H 0.5689 1.0887 5.0558
H 0.8019 1.7089 6.6531
H -0.7236 2.4003 3.7345
H -2.3740 2.9746 4.4127
H -1.1780 0.1847 4.2678
H -2.4834 0.8856 3.2236
H -2.9971 -1.2620 4.1684
H -4.5116 -0.4319 4.0101
H -4.6148 -2.3947 5.4927
H -5.2323 -1.0423 6.3869
H -2.4085 -3.1623 5.9232
H -3.1152 -3.5038 7.5041
H -1.6072 -2.5827 7.5181
C -4.5945 -1.3029 0.3907
O -4.7992 -1.1767 -0.9742
C -5.6531 -0.1456 -1.2950
C -4.9245 1.1762 -1.1732
N -3.6451 1.0339 -1.9753
H -3.1407 0.1891 -1.5868
H -3.8870 0.8682 -2.9571
C -2.6634 2.2058 -1.7031
C -2.7856 3.3791 -2.6179
O -4.1251 3.7011 -2.7534
C -4.3377 5.0402 -3.2863
H -5.4745 -0.8781 0.9108
H -3.6750 -0.8084 0.7066
H -4.5117 -2.3424 0.6522
H -6.5374 -0.1578 -0.6787
H -6.0431 -0.3741 -2.2606
H -4.6386 1.3399 -0.1458
H -5.4862 2.0170 -1.4971
H -1.7262 1.8261 -2.0351
H -2.7228 2.3076 -0.6255
H -2.3305 3.3028 -3.6298
H -2.2268 4.2062 -2.1335
H -3.8768 5.1346 -4.2412
H -4.0811 5.8083 -2.5843
H -5.4233 5.1035 -3.4070
C 6.9477 -0.0754 -2.2235
O 6.1047 -1.2923 -2.2571
C 4.8006 -0.9837 -2.7542
C 3.9185 -0.4971 -1.6254
N 2.9987 -1.6313 -1.1389
H 2.2692 -1.2854 -0.5946
H 2.5563 -2.0464 -2.0597
C 3.7322 -2.7427 -0.3976
C 2.8816 -3.9834 -0.1738
O 2.4740 -4.5592 -1.3713
C 3.5369 -5.0980 -2.2684
H 7.9585 -0.4647 -2.1643
H 6.8046 0.7080 -1.4788
H 6.8355 0.4094 -3.2173
H 4.4416 -1.8275 -3.3059
H 4.8502 -0.2285 -3.5410
H 3.2423 0.3643 -1.8394
H 4.5643 -0.0742 -0.7800
H 4.0309 -2.3905 0.5656
H 4.5928 -3.1058 -1.0206
H 1.9579 -3.7756 0.4031
H 3.4255 -4.5913 0.4655
H 2.9779 -5.7582 -2.8740
H 4.1900 -5.6030 -1.5303
H 4.0184 -4.3364 -2.8384
C -0.2977 0.2003 1.0288
F -0.8692 -0.5873 1.9105
F -0.9814 1.4138 1.0193
F 0.9613 0.4746 1.3073
S -0.2649 -0.7393 -0.5977
O 0.0926 -2.0107 0.0178
O -1.6396 -0.6577 -1.0932
O 0.7761 -0.0096 -1.2850
C 5.8330 2.3455 1.7748
F 5.2811 2.0949 2.9804
F 7.0715 1.8076 1.6807
F 5.0398 1.6724 0.9480
S 5.8783 4.1467 1.1793
O 4.3979 4.4131 1.3409
O 6.7034 4.9372 1.9856
O 6.1564 4.0405 -0.2586
C 1.5470 -0.5347 -5.2755
F 2.4804 0.3613 -4.8026
F 0.4415 -0.1861 -4.7117
F 1.4277 -0.3132 -6.5967
S 1.9958 -2.3435 -4.8640
O 3.3227 -2.4505 -5.4355
O 1.8469 -2.3381 -3.3854
O 0.9304 -3.0642 -5.5114
C -5.8023 4.1351 2.7861
F -6.9077 4.2578 2.0144
F -4.7800 4.3094 1.9654
F -5.7691 5.0952 3.7258
S -5.8326 2.3686 3.3835
O -5.3673 1.6220 2.2187
O -4.8798 2.4174 4.5062
O -7.2006 2.1827 3.7672
C 2.4104 -2.2947 3.4464
F 3.3881 -1.6756 4.2398
F 2.1710 -1.5906 2.3465
F 2.8249 -3.4655 3.0140
S 0.8376 -2.4706 4.3773
O 0.3282 -1.1721 4.6201
O 0.1147 -3.2589 3.4113
O 1.2512 -3.1526 5.5475

Results
HOMO-LUMO gap (eV): 8.752

[2]
Computed, not measured: C8H18FeO4 as an isolated structure in a non-equilibrium geometry, with ωB97M-V with the def2-TZVPD basis set.

Element x y z (Å)
C -1.7618 0.3590 -2.2231
O -1.1285 1.3176 -1.3713
C 0.2290 1.6189 -1.7505
C 0.8141 2.6312 -0.8170
C 0.2188 4.0070 -0.7962
O -1.0487 3.9947 -0.1006
C -1.5784 5.3004 0.1434
Fe -1.9464 2.2713 0.1240
H -2.7803 0.2089 -1.8513
H -1.7916 0.7498 -3.2486
H -1.2047 -0.5859 -2.1868
H 0.2122 1.9953 -2.7877
H 0.8062 0.6851 -1.7209
H 1.9056 2.6473 -0.8424
H 0.0369 4.3858 -1.8148
H 0.8799 4.7010 -0.2625
H -2.5842 5.1774 0.5583
H -0.9358 5.8231 0.8638
H -1.6257 5.8565 -0.8017
H 1.0256 1.9090 0.8523
O 1.1871 -2.7243 3.2114
C 1.4510 -2.2010 1.9890
C 2.0190 -0.7870 1.9875
O 1.0349 0.1337 2.4199
C 1.3230 1.4524 2.1240
H 0.5395 -2.1992 1.3360
H 2.1851 -2.8301 1.4204
H 2.3607 -0.5178 0.9690
H 2.8936 -0.7340 2.6635
H 0.7212 2.1050 2.7652
H 2.3837 1.7058 2.2785

Results
Net charge: +2
HOMO-LUMO gap (alpha / beta) (eV): 5.609 / 4.742
⟨S²⟩: 12.0244
Multiplicity: 7

[3]
Computed, not measured: a 2-piece molecular cluster, C8H11NO overall in a non-equilibrium geometry, with ωB97M-V with the def2-TZVPD basis set.

Element x y z (Å)
C -2.5374 0.3396 0.5996
C -3.0444 -0.7993 1.3572
C -2.2010 -1.8725 1.5827
C -0.7991 -1.7002 1.1412
C -0.3562 -0.6389 0.3919
C -1.3445 0.2710 -0.0688
C 2.2943 1.1177 -1.0004
C 2.8935 -0.2384 -1.3110
H -2.9371 1.4516 0.3903
H -4.1021 -0.9967 1.4106
H -2.5209 -3.0499 1.8305
H -0.2109 -2.5942 1.4128
H 0.6818 -0.5422 -0.0974
H -0.9058 1.2426 -0.4971
H 0.4737 2.0856 -1.2378
H 0.5849 0.5636 -2.0547
H 3.9055 -0.0828 -1.7434
H 2.2813 -0.7913 -2.0574
H 2.9728 -0.7908 -0.3329
N 1.0065 1.2843 -1.4330
O 2.9124 1.9550 -0.3933

Results
HOMO-LUMO gap (eV): 9.911
SMILES: c1ccccc1.CC(N)=O

[4]
Computed, not measured: C21H37IrNSeSi3 as an isolated structure in a non-equilibrium geometry, with ωB97M-V with the def2-TZVPD basis set.

Element x y z (Å)
Ir 0.2951 0.0623 -0.3578
C -1.7675 0.8069 -1.3876
C -1.3419 1.8993 -0.6078
C -1.6671 1.9604 0.7552
C -2.4680 0.9809 1.3266
C -2.8825 -0.1020 0.5616
C -2.5136 -0.2108 -0.7787
H -1.6165 0.8153 -2.4608
H -0.8480 2.7384 -1.0795
H -1.3368 2.8099 1.3382
H -2.7712 1.0638 2.3615
H -3.5102 -0.8655 1.0020
H -2.8529 -1.0516 -1.3676
C -1.4876 -3.3015 0.0386
Si -0.2935 -3.0823 -1.3950
C 0.3712 -4.8070 -1.6686
C -1.0363 -2.4312 -2.9856
C 1.0891 -1.8510 -0.8097
C 1.3581 -2.0858 0.6408
C 1.9282 -3.0848 1.4077
C 2.0033 -2.8780 2.7786
C 1.5261 -1.7033 3.3532
C 0.9709 -0.7353 2.5415
N 0.8907 -0.9705 1.2291
Si 2.6690 -1.7590 -1.8950
C 2.3787 -0.5625 -3.3044
C 4.0863 -1.2722 -0.7549
C 3.1883 -3.3852 -2.6525
H -2.3880 -3.8224 -0.2954
H -1.7972 -2.3907 0.5463
H -1.0137 -3.9411 0.7874
H -0.5009 -5.4460 -1.8379
H 0.8823 -5.2015 -0.7880
H 1.0263 -4.9189 -2.5267
H -2.0586 -2.7927 -3.1173
H -0.4607 -2.7996 -3.8378
H -1.0475 -1.3437 -3.0529
H 2.3033 -3.9880 0.9465
H 2.4450 -3.6365 3.4116
H 1.5886 -1.5381 4.4186
H 0.5819 0.2055 2.9035
H 1.8636 0.3507 -3.0082
H 1.7934 -1.0444 -4.0906
H 3.3322 -0.2732 -3.7544
H 3.8138 -0.5107 -0.0223
H 4.9264 -0.9039 -1.3497
H 4.4427 -2.1464 -0.2055
H 2.5350 -3.7053 -3.4632
H 3.2736 -4.2000 -1.9329
H 4.1808 -3.2294 -3.0859
C 4.3030 4.1229 -0.7704
Si 5.1819 2.5272 -0.6011
C 5.9529 1.7996 -2.0899
C 5.4317 1.7621 1.0403
Se 1.9989 1.5741 -0.2218
H 5.0172 4.9032 -1.0559
H 3.8074 4.4214 0.1519
H 3.5713 4.0576 -1.5788
H 6.5576 2.5541 -2.6013
H 5.1670 1.5022 -2.7915
H 6.5725 0.9351 -1.8577
H 6.4158 2.0701 1.4168
H 5.4445 0.6747 0.9611
H 4.6788 2.0846 1.7580

Results
Net charge: +2
HOMO-LUMO gap (alpha / beta) (eV): 6.798 / 5.991
⟨S²⟩: 0.7610
Multiplicity: 2